(1)
The following is a quantum chemistry calculation of 2 unconnected molecules or ions with the total composition C6H18N3 at a distorted geometry, from OMol25.

Results
Gap between HOMO and LUMO (spin up / spin down)   7.044 / 7.043 eV
Electronic energy   -10973.8897 eV
LUMO (spin up / spin down)   -3.50 / -3.50 eV
Highest occupied orbital energy (spin up / spin down)   -10.55 / -10.55 eV
Charge   +1
Energy above the lowest of the compared OMol25 structures with the same formula, charge and spin   5.3767 eV

Geometry as XYZ:
```
27
C6H18N3 the ωB97M-V functional and the def2-TZVPD basis
C 0.90962 1.15935 -1.39455
C -1.74960 -0.40675 -1.64295
C -1.83871 -0.39907 0.81622
C 1.74995 0.38736 1.84232
C -0.09904 1.03582 -0.33993
C -0.93085 -0.34088 -0.39056
N 2.19126 -0.94592 1.20495
N -0.74614 2.11705 0.00003
N -0.01493 -1.50411 -0.23352
H 1.29358 0.23893 -1.75110
H 1.80653 1.75580 -1.22675
H 0.45937 1.61299 -2.39048
H -1.20222 -0.21510 -2.54980
H -2.20771 -1.33743 -1.72514
H -2.45572 0.40934 -1.71855
H -1.28012 -0.29118 1.68947
H -2.04935 -1.42171 1.05172
H -2.79068 0.37115 0.84010
H 1.19414 0.21840 2.74039
H 2.67019 0.94694 1.81886
H 1.48475 -1.51952 0.70186
H 2.82249 -0.66846 0.37113
H -0.23473 3.09052 0.12537
H -1.65054 2.02757 0.41083
H -0.47675 -2.33715 0.17964
H 2.49836 -1.69683 1.87491
H 0.41702 -1.81342 -1.19012
```

=====

(2)
The following is a quantum chemistry calculation of a single C16H13N5O molecule at a distorted geometry, from OMol25.

Results
Gap between HOMO and LUMO   7.800 eV
Electronic energy   -26298.3871 eV
LUMO   0.01 eV
Highest occupied orbital energy   -7.79 eV
Charge   0
SMILES   Cc1ccc(-c2nn3c(N)nc4ccccc4n3c2=O)cc1
Energy above the lowest of the compared OMol25 structures with the same formula, charge and spin   1.3419 eV

Geometry as XYZ:
```
35
C16H13N5O the ωB97M-V functional and the def2-TZVPD basis
C -0.85161 -3.65475 -5.04171
C -0.62693 -2.87434 -3.79471
C 0.66454 -2.91758 -3.24012
C 0.90367 -2.10004 -2.03846
C -0.15201 -1.42707 -1.40285
C 0.15189 -0.72766 -0.19096
N 0.45128 -1.20882 0.96565
N 0.49131 -0.19125 1.84675
C 0.63070 -0.16921 3.26728
N 0.62956 -1.27780 3.98686
N 0.66077 0.97886 3.94582
C 0.49792 2.22126 3.29660
C 0.49463 3.42483 4.02738
C 0.46045 4.62783 3.30434
C 0.22505 4.61094 1.94518
C 0.26122 3.51715 1.18571
C 0.31066 2.30040 1.86463
N 0.08876 1.00369 1.24161
C 0.09493 0.71809 -0.17139
O 0.01305 1.49546 -1.18957
C -1.37186 -1.35200 -2.13076
C -1.57937 -2.10545 -3.27514
H -0.45859 -4.64522 -4.93579
H -0.28539 -3.10869 -5.82223
H -1.82148 -3.74243 -5.41905
H 1.44211 -3.49017 -3.78814
H 1.88269 -1.99665 -1.49344
H 0.08702 -2.07609 3.50856
H 0.21712 -0.96495 4.89021
H 0.55966 3.36165 5.09475
H 0.47141 5.60290 3.74863
H 0.07407 5.45837 1.34253
H 0.15969 3.52458 0.07336
H -2.22779 -0.69438 -1.91095
H -2.54911 -2.12145 -3.69059
```

=====

(3)
The following is a quantum chemistry calculation of 2 unconnected molecules or ions with the total composition C3H12N3S at a distorted geometry, from OMol25.

Results
Gap between HOMO and LUMO   9.720 eV
Electronic energy   -18603.8904 eV
LUMO   -2.75 eV
Highest occupied orbital energy   -12.47 eV
Charge   +1
Energy above the lowest of the compared OMol25 structures with the same formula, charge and spin   2.3490 eV

Geometry as XYZ:
```
19
C3H12N3S the ωB97M-V functional and the def2-TZVPD basis
C -1.04112 -1.47198 -2.17789
C 0.90501 1.17644 2.28445
C -0.33349 -1.13808 -0.85122
N 0.83132 1.47664 1.03240
N 0.93381 1.93106 3.29082
N 0.52109 -0.03073 -1.03934
S -1.62789 -0.75256 0.36043
H -1.98382 -2.13147 -2.14962
H -0.17223 -1.94353 -2.68191
H -1.35157 -0.67075 -2.79223
H 0.17857 -2.12819 -0.59282
H 0.70658 0.72545 0.21103
H 0.39608 2.43793 0.69976
H 0.58397 2.87400 3.23777
H 1.40738 1.72233 4.24201
H 1.10300 0.06586 2.56029
H -0.04938 0.64046 -1.66663
H 1.37750 -0.21492 -1.46011
H -2.29551 -2.03489 0.29278
```

=====

(4)
The following is a quantum chemistry calculation of a molecular structure, C2H2BrCl3 at a distorted geometry, from OMol25.

Results
Gap between HOMO and LUMO (spin up / spin down)   8.003 / 8.017 eV
Electronic energy   -109711.9617 eV
LUMO (spin up / spin down)   -0.41 / -0.79 eV
Highest occupied orbital energy (spin up / spin down)   -8.42 / -8.81 eV
Charge   0
Energy above the lowest of the compared OMol25 structures with the same formula, charge and spin   3.9819 eV

Geometry as XYZ:
```
8
C2H2BrCl3 the ωB97M-V functional and the def2-TZVPD basis
C 1.98585 0.35944 -0.41057
C -1.45177 -0.21268 0.45191
Cl 0.85056 0.26001 0.84413
Cl -2.12062 0.67014 1.80034
Cl -1.87122 0.57637 -1.08184
Br -1.84821 -2.03600 0.31644
H 1.81151 0.98021 -1.32066
H 2.64390 -0.59749 -0.59976
```